Record 1
86
Properties=species:S:1:pos:R:3:forces:R:3 method="wB97M-V/def2-TZVPD" e_homo_ha=-0.2827 spin_multiplicity=1 total_energy_ev=-68798.398 molar_mass_g_mol=546.83 homo_lumo_gap_ev=6.299 e_lumo_ev=-1.39 largest_force_ev_per_a=1.648
C 0.848 -0.569 0.517 0.68 -0.30 -0.43
C 0.514 0.023 -0.474 -0.41 0.42 -1.28
P -0.037 0.600 -2.162 0.67 -0.19 1.19
C 1.310 0.711 -3.434 0.00 0.42 -0.06
C 0.867 1.313 -4.795 0.94 -1.00 0.07
C 1.821 0.811 -5.909 -0.17 0.31 -0.03
C 0.119 2.423 -1.633 -1.15 0.30 -0.19
C -0.788 3.355 -2.501 0.88 -0.11 0.75
C -2.016 3.870 -1.732 0.40 0.42 -1.11
S -3.421 2.728 -1.596 0.06 -0.76 0.29
C -3.918 2.442 -3.294 0.21 0.91 0.10
S -4.298 3.649 -4.282 0.20 0.04 -0.21
N -3.955 1.098 -3.726 -0.14 0.64 0.41
C -3.125 0.537 -4.667 0.44 0.88 -0.15
C -3.482 -0.753 -4.747 0.11 -0.47 -0.31
N -4.534 -1.005 -3.905 0.18 -1.11 -0.53
C -4.791 0.113 -3.317 -0.45 -0.51 0.74
C -0.421 -1.222 -2.580 -0.45 0.52 0.73
C -1.597 -1.779 -1.784 -0.52 -1.43 -0.64
O -1.928 -2.934 -1.910 0.41 0.90 0.41
O -2.284 -0.983 -0.891 0.12 -0.12 -0.22
H 1.358 -1.265 1.136 -0.23 0.08 0.62
H -1.410 0.884 -2.478 0.17 0.11 -0.26
H 1.771 -0.264 -3.581 -0.32 -0.19 0.00
H 2.108 1.348 -3.050 -0.08 -0.02 0.22
H -0.139 0.987 -5.053 -0.14 0.26 0.10
H 0.954 2.394 -4.728 -0.50 0.09 -0.08
H 2.579 1.556 -6.149 -0.01 0.03 -0.05
H 2.358 -0.094 -5.624 -0.13 -0.08 0.05
H 1.257 0.590 -6.814 0.12 0.06 -0.10
H 1.149 2.781 -1.602 0.04 -0.10 -0.01
H -0.288 2.514 -0.622 0.27 -0.30 0.14
H -0.176 4.233 -2.719 -0.22 0.10 -0.27
H -1.046 2.896 -3.459 -0.20 0.04 -0.01
H -1.686 4.108 -0.722 -0.38 -0.16 0.21
H -2.333 4.807 -2.190 -0.36 -0.08 0.05
H -2.378 1.119 -5.174 0.01 0.08 -0.02
H -2.994 -1.467 -5.387 -0.27 -0.37 0.07
H -5.573 0.169 -2.577 0.04 0.63 0.08
H -0.697 -1.307 -3.634 0.09 -0.02 -0.07
H 0.436 -1.861 -2.366 -0.03 -0.09 -0.13
H -2.767 -0.274 -1.337 0.19 0.17 -0.03
C -3.537 -1.317 2.553 0.07 0.06 -0.03
C -3.166 -2.528 3.398 0.05 0.18 -0.05
N -3.183 -3.775 2.659 -0.08 -0.23 0.01
C -3.075 -4.947 3.511 -0.12 -0.09 0.16
C -1.776 -5.150 4.301 0.03 -0.16 0.03
C -2.377 -3.799 1.448 0.00 0.22 -0.25
C -0.874 -3.524 1.586 0.11 -0.11 -0.11
H -4.521 -1.444 2.097 0.03 -0.06 -0.04
H -3.568 -0.426 3.184 -0.01 -0.02 0.03
H -2.810 -1.128 1.761 -0.04 -0.01 -0.02
H -3.895 -2.602 4.210 0.05 -0.17 0.03
H -2.189 -2.337 3.870 -0.01 0.06 0.05
H -3.263 -5.838 2.906 0.05 0.07 -0.11
H -3.903 -4.911 4.227 0.00 0.12 -0.01
H -0.965 -5.507 3.668 0.04 0.09 -0.01
H -1.931 -5.911 5.071 -0.03 0.02 0.00
H -1.451 -4.240 4.806 -0.01 0.02 -0.03
H -2.791 -3.072 0.749 -0.01 0.04 0.07
H -2.517 -4.760 0.947 -0.05 -0.07 0.16
H -0.664 -2.697 2.267 -0.05 0.00 0.01
H -0.463 -3.259 0.610 -0.05 0.01 -0.01
H -0.328 -4.403 1.929 0.02 0.05 0.10
C 3.286 2.630 0.885 -0.15 -0.05 -0.19
C 4.325 2.761 1.984 0.02 -0.17 -0.15
N 3.846 2.333 3.285 -0.07 0.06 0.23
C 4.748 2.686 4.369 0.08 0.18 0.12
C 6.137 2.035 4.395 0.05 -0.01 0.14
C 3.286 0.991 3.347 -0.20 -0.11 -0.20
C 4.191 -0.176 2.938 -0.05 -0.16 0.10
H 2.381 3.190 1.127 0.01 -0.01 0.05
H 3.689 3.022 -0.052 0.02 0.05 0.04
H 2.994 1.597 0.690 0.03 -0.01 0.06
H 4.608 3.814 2.051 0.06 -0.03 0.17
H 5.230 2.214 1.675 0.03 0.04 -0.05
H 4.248 2.487 5.321 -0.08 -0.09 -0.06
H 4.885 3.772 4.343 -0.03 0.00 -0.12
H 6.096 1.001 4.734 0.01 -0.03 -0.08
H 6.779 2.571 5.097 -0.02 0.02 -0.01
H 6.627 2.065 3.421 -0.03 -0.01 -0.01
H 2.390 0.963 2.720 0.06 0.12 -0.08
H 2.910 0.811 4.357 0.13 0.15 0.07
H 4.773 0.038 2.040 -0.01 0.04 0.00
H 3.580 -1.058 2.727 0.00 0.01 0.00
H 4.875 -0.452 3.739 0.10 0.01 -0.08



Record 2
132
Properties=species:S:1:pos:R:3:forces:R:3 method="wB97M-V/def2-TZVPD" e_homo_ha=-0.3099 spin_multiplicity=1 total_energy_ev=-113169.846 molar_mass_g_mol=1136.97 homo_lumo_gap_ev=7.912 e_lumo_ev=-0.52 largest_force_ev_per_a=0.753
H -0.397 -8.506 3.782 0.03 -0.02 0.01
N 0.173 -7.962 3.139 0.05 -0.07 0.05
C -0.254 -6.767 3.093 0.18 0.16 -0.19
N -1.412 -6.243 3.721 0.14 -0.45 -0.47
N 0.433 -5.797 2.341 -0.16 0.34 0.65
C 1.748 -5.362 2.862 -0.29 -0.32 -0.51
C 1.913 -3.849 2.753 0.09 0.03 0.06
C 2.896 -3.276 3.788 -0.23 0.11 0.08
C 3.817 -2.205 3.223 -0.09 0.10 -0.11
C 3.154 -0.901 2.817 -0.20 0.01 -0.10
C 1.834 -0.625 3.158 0.06 0.26 0.02
C 1.228 0.548 2.729 0.17 -0.15 -0.02
C 1.934 1.476 1.977 -0.10 -0.14 -0.03
C 3.269 1.241 1.656 0.03 -0.02 0.07
C 4.055 2.263 0.875 -0.06 0.43 0.39
C 3.430 2.643 -0.439 0.01 -0.23 -0.39
O 2.709 1.995 -1.112 -0.06 0.13 0.16
I 4.096 4.589 -1.166 0.07 0.01 -0.01
C 3.873 0.051 2.068 -0.04 -0.22 0.07
C 5.311 -0.212 1.702 0.05 0.05 0.00
C 5.583 -0.496 0.238 0.06 -0.09 -0.10
C 6.897 -0.740 -0.157 0.10 0.06 -0.16
C 7.193 -0.971 -1.488 -0.06 0.01 -0.15
C 6.182 -0.968 -2.443 -0.12 0.05 0.07
C 4.863 -0.743 -2.070 0.08 -0.05 0.03
C 3.762 -0.712 -3.091 0.20 0.18 -0.17
C 4.583 -0.515 -0.723 -0.09 -0.08 0.12
C 1.182 2.695 1.560 -0.06 -0.01 0.05
O 1.689 3.796 1.542 0.09 0.05 -0.13
C -0.244 2.455 1.192 -0.32 -0.03 -0.10
C -0.860 3.128 0.128 0.04 -0.12 0.17
S 0.051 4.380 -0.740 0.24 0.15 0.01
C -2.193 2.810 -0.192 -0.03 -0.02 0.07
C -2.910 3.408 -1.370 0.06 -0.40 -0.14
C -2.965 2.464 -2.604 0.14 -0.23 0.18
C -4.187 1.535 -2.545 0.48 -0.18 -0.26
C -1.706 1.609 -2.778 0.11 -0.06 -0.07
C -2.866 1.874 0.586 0.27 -0.02 0.03
C -2.281 1.205 1.658 -0.04 0.10 -0.06
C -3.089 0.201 2.434 0.10 -0.09 0.12
C -3.884 0.841 3.590 0.20 -0.13 -0.23
C -0.952 1.505 1.947 0.07 0.13 -0.05
C -0.203 0.831 3.047 -0.02 0.03 0.14
O -0.690 0.535 4.116 -0.05 -0.18 -0.22
H -1.158 -5.756 4.572 -0.23 0.29 -0.02
H -2.095 -6.962 3.922 0.07 0.08 0.15
H -0.191 -5.007 2.248 0.09 0.10 0.00
H 1.853 -5.687 3.902 0.02 0.02 0.07
H 2.522 -5.859 2.278 0.18 -0.05 0.19
H 2.256 -3.588 1.748 -0.06 -0.03 -0.07
H 0.936 -3.380 2.874 -0.04 0.04 0.01
H 2.337 -2.867 4.631 -0.01 -0.06 0.10
H 3.495 -4.081 4.218 0.17 -0.02 -0.14
H 4.604 -1.965 3.942 0.06 -0.10 0.04
H 4.303 -2.619 2.335 0.13 -0.01 0.03
H 1.239 -1.303 3.752 0.04 -0.08 0.05
H 5.057 1.909 0.639 -0.01 0.03 -0.17
H 4.176 3.179 1.454 -0.03 -0.01 0.01
H 5.901 0.659 1.998 0.11 -0.03 0.04
H 5.713 -1.046 2.272 -0.02 0.04 0.13
H 7.704 -0.735 0.565 -0.05 0.00 0.12
H 8.215 -1.149 -1.796 0.04 -0.02 0.03
H 6.407 -1.137 -3.489 0.09 -0.04 -0.01
H 4.123 -1.094 -4.045 -0.06 -0.10 -0.02
H 2.894 -1.290 -2.782 -0.04 -0.02 0.04
H 3.441 0.317 -3.264 -0.11 0.00 0.07
H 3.555 -0.345 -0.426 0.01 -0.01 -0.04
H -0.290 4.027 -1.985 -0.16 -0.03 -0.01
H -2.437 4.345 -1.648 -0.11 0.14 0.05
H -3.943 3.589 -1.073 0.00 0.31 0.02
H -3.038 3.082 -3.498 -0.19 0.17 0.09
H -4.427 1.196 -3.552 -0.17 0.05 -0.01
H -3.934 0.635 -1.981 -0.13 0.04 0.21
H -5.058 2.009 -2.099 -0.11 0.05 -0.11
H -1.654 1.216 -3.794 -0.04 -0.02 -0.03
H -1.705 0.753 -2.102 -0.01 0.03 0.10
H -0.776 2.152 -2.601 -0.02 0.06 -0.06
H -3.894 1.640 0.337 -0.03 0.01 -0.03
H -2.434 -0.565 2.843 0.04 0.02 -0.01
H -3.754 -0.307 1.734 -0.11 0.02 0.02
H -3.392 1.757 3.909 -0.06 0.04 0.09
H -3.908 0.166 4.441 -0.14 -0.03 0.06
H -4.903 1.068 3.279 -0.03 0.12 0.06
C -5.594 -6.116 6.345 0.13 0.05 0.09
N -4.992 -6.859 5.207 0.05 0.08 -0.04
O -3.781 -6.840 5.095 -0.15 -0.10 0.18
O -5.748 -7.424 4.449 -0.05 -0.04 0.00
H -4.794 -5.671 6.923 0.04 -0.02 -0.03
H -6.243 -5.353 5.929 -0.07 -0.06 0.04
H -6.166 -6.829 6.932 -0.06 0.00 -0.06
C 1.089 -6.099 7.182 -0.07 -0.08 -0.01
N 0.573 -4.749 6.818 0.01 -0.08 0.00
O -0.595 -4.657 6.495 0.01 0.02 -0.06
O 1.360 -3.830 6.864 0.03 0.03 0.01
H 0.276 -6.809 7.090 -0.02 0.02 -0.01
H 1.900 -6.330 6.498 0.03 0.02 0.02
H 1.458 -6.038 8.202 0.05 0.02 -0.01
C -5.731 5.409 -6.058 -0.13 -0.06 0.11
N -4.811 4.402 -5.464 0.07 -0.01 0.00
O -5.276 3.545 -4.743 -0.12 0.04 -0.03
O -3.636 4.505 -5.750 0.04 0.02 -0.01
H -6.738 5.196 -5.721 0.01 -0.03 0.02
H -5.396 6.386 -5.727 0.04 0.01 -0.05
H -5.651 5.326 -7.134 0.03 0.04 -0.03
C -7.839 -2.303 3.871 -0.11 -0.01 0.02
N -7.073 -2.901 4.998 0.05 -0.01 0.05
O -7.669 -3.608 5.788 -0.13 0.03 -0.06
O -5.890 -2.650 5.055 0.07 0.02 -0.05
H -8.871 -2.619 3.956 0.00 -0.01 0.02
H -7.739 -1.225 3.953 0.05 0.00 -0.02
H -7.383 -2.657 2.952 0.04 0.03 0.00
C 7.487 4.159 -3.464 0.12 0.00 0.10
N 7.719 3.459 -4.756 -0.04 0.01 0.05
O 8.855 3.178 -5.064 0.03 -0.01 0.00
O 6.731 3.213 -5.421 -0.06 -0.02 -0.08
H 8.442 4.311 -2.977 0.03 -0.02 -0.04
H 6.998 5.101 -3.691 -0.07 -0.02 0.00
H 6.830 3.530 -2.870 -0.07 0.03 -0.02
C 3.778 3.186 -6.721 0.00 0.04 0.15
N 2.471 2.867 -7.359 0.01 0.01 0.00
O 1.461 3.057 -6.716 -0.02 0.01 0.03
O 2.507 2.437 -8.493 0.01 -0.01 -0.03
H 3.589 3.557 -5.721 -0.02 -0.01 0.00
H 4.366 2.274 -6.700 0.02 0.00 -0.06
H 4.267 3.932 -7.338 0.03 -0.04 -0.04
C -5.055 7.361 -10.304 0.02 -0.01 -0.10
N -6.317 6.634 -9.995 -0.02 0.00 0.02
O -6.905 6.099 -10.905 -0.01 -0.01 -0.04
O -6.674 6.629 -8.831 0.03 0.02 -0.01
H -4.868 7.278 -11.367 -0.02 -0.01 -0.01
H -5.195 8.393 -9.998 0.01 -0.01 0.05
H -4.264 6.897 -9.721 -0.01 0.02 0.04



Record 3
162
Properties=species:S:1:pos:R:3:forces:R:3 method="wB97M-V/def2-TZVPD" e_homo_ha=-0.3537 spin_multiplicity=1 total_energy_ev=-198193.402 molar_mass_g_mol=1602.04 homo_lumo_gap_ev=7.782 e_lumo_ev=-1.84 largest_force_ev_per_a=9.910
C 2.588 0.547 0.477 1.41 -0.19 0.35
C 1.807 -0.282 1.566 2.07 -1.09 0.16
C 0.297 -0.038 1.960 1.39 0.47 1.49
C 0.495 1.377 2.768 0.08 -0.91 1.76
C -1.033 -0.133 1.046 0.39 -1.67 2.20
S -1.478 1.538 0.308 -8.50 5.05 0.65
O -2.045 2.535 1.317 4.00 -2.69 -0.83
O -2.680 1.596 -0.636 3.86 -2.01 0.07
C -0.223 2.524 -0.598 4.91 1.55 -0.91
F 0.505 1.884 -1.619 -1.82 0.47 1.62
F 0.813 3.068 0.234 -2.31 -1.74 -0.97
C -0.721 3.898 -1.236 1.97 2.41 1.69
F -0.935 4.793 -0.152 -0.17 -2.00 -2.41
F 0.447 4.439 -1.857 -2.32 -1.50 0.70
C -1.882 4.056 -2.237 -2.71 3.17 0.13
F -1.685 5.314 -2.893 0.00 -2.45 1.21
F -3.089 4.288 -1.526 2.66 -1.02 -1.19
C -2.193 3.038 -3.393 -2.08 -1.09 -3.05
F -1.704 1.737 -3.326 -0.70 3.10 0.07
F -1.763 3.614 -4.645 -0.53 -1.72 3.04
F -3.595 2.939 -3.527 3.27 0.09 0.37
C -1.079 -1.383 -0.071 1.20 0.20 -2.27
C 0.327 -2.074 -0.286 1.18 0.37 1.99
C 0.800 -3.148 -1.290 1.30 -1.44 -1.49
C 2.436 -3.082 -1.331 -1.46 -1.66 -0.49
C 2.918 -4.105 -2.492 0.89 0.68 0.98
N 4.357 -3.758 -2.790 -1.10 -0.46 0.31
O -1.103 -0.494 -1.270 0.52 2.00 2.19
N -0.945 -0.991 -2.465 -0.14 -2.86 -3.17
O -0.015 -0.615 -3.107 -0.78 0.81 1.35
C -2.281 -2.445 -0.098 -1.01 -1.65 1.16
C -1.981 -4.054 -0.159 -0.28 -2.77 4.05
F -3.035 -4.748 0.571 1.18 1.84 -2.20
F -0.955 -4.455 0.765 -0.90 1.94 -2.47
C -1.897 -4.986 -1.403 -0.40 -5.86 -0.46
F -3.078 -5.801 -1.524 1.76 2.71 0.27
F -0.992 -6.057 -1.052 -1.05 2.57 -0.43
C -1.515 -4.714 -2.895 1.10 -1.36 -5.13
F -1.614 -3.472 -3.466 0.21 -1.56 1.81
F -0.219 -5.207 -3.208 -2.41 1.50 1.22
F -2.301 -5.525 -3.774 0.95 1.77 2.37
P -3.801 -2.104 -1.240 -8.65 1.52 -0.31
O -5.116 -2.001 -0.421 4.70 -0.15 -1.00
O -3.845 -0.682 -2.122 1.37 -2.50 0.06
O -4.225 -3.316 -2.328 2.29 1.20 0.63
O -3.068 -2.552 1.143 1.16 0.60 -0.52
S -2.422 -2.182 2.556 -0.68 -1.14 6.75
O -3.508 -2.379 3.602 1.88 1.32 -4.22
O -1.249 -2.886 3.129 -0.78 1.19 -3.05
C -2.188 -0.339 2.194 -3.03 0.73 -0.42
N -3.554 0.065 1.692 1.22 -0.76 -0.20
C -2.241 0.312 3.599 -0.70 0.95 2.76
C -1.415 -0.187 4.860 1.28 0.95 1.19
O -2.257 -0.584 5.995 0.73 -0.65 -1.27
H 2.236 0.464 -0.598 0.07 0.35 1.30
H 3.646 0.091 0.450 -1.63 0.61 0.07
H 2.801 1.626 0.803 -0.70 -1.50 -0.78
H 2.144 -1.376 1.430 -1.13 1.47 -0.05
H 2.398 -0.069 2.531 -1.30 -0.02 -1.47
H 0.140 -0.855 2.772 -0.14 1.37 -1.51
H -0.365 2.050 2.913 0.30 -0.51 -0.47
H 0.802 1.021 3.837 -1.00 0.87 -2.34
H 1.388 1.981 2.436 -1.17 -0.88 -0.06
H 0.587 -2.491 0.754 -0.07 0.82 -1.54
H 1.020 -1.210 -0.597 -1.20 -1.03 1.18
H 0.632 -4.258 -1.053 -0.23 1.77 0.07
H 0.535 -3.045 -2.399 0.00 0.31 1.77
H 2.806 -2.032 -1.547 -0.39 -1.24 0.36
H 2.838 -3.522 -0.355 -0.40 1.08 -1.16
H 2.947 -5.175 -2.099 -0.38 1.39 -0.51
H 2.260 -4.071 -3.414 0.89 0.11 1.03
H 4.403 -2.770 -3.071 0.20 -0.60 0.39
H 4.838 -3.898 -1.884 -0.06 0.48 -0.94
H -3.591 -0.864 -3.051 0.15 0.44 0.55
H -4.603 -2.964 -3.160 0.27 -0.12 0.59
H -4.292 -0.426 2.210 0.45 0.28 -0.05
H -3.709 -0.145 0.711 -0.06 0.10 -0.02
H -2.214 1.460 3.622 0.26 -1.84 -0.81
H -3.311 0.152 4.009 1.54 -0.11 -1.07
H -0.664 -1.014 4.724 -0.76 0.80 -0.43
H -0.825 0.712 5.262 -0.87 -1.35 -0.72
H -2.085 -1.542 6.106 -0.50 0.83 -0.05
O 2.552 1.029 4.444 1.26 -0.73 0.94
C 3.021 0.070 4.995 -0.11 0.60 0.00
O 2.998 -0.122 6.338 0.25 -0.12 -0.88
C 3.437 -1.456 6.578 -0.06 -0.50 0.44
C 4.248 -1.767 5.356 0.61 -0.55 -0.02
O 3.640 -0.957 4.356 -0.36 0.47 0.17
H 4.024 -1.513 7.495 -0.14 0.20 -0.07
H 2.564 -2.102 6.677 0.10 0.12 -0.05
H 5.296 -1.472 5.461 -0.07 0.03 -0.05
H 4.204 -2.821 5.082 -0.07 0.16 -0.16
O 2.056 0.353 -8.503 -0.51 0.21 0.52
C 1.172 0.670 -7.767 0.70 -0.30 -0.80
O 1.310 0.827 -6.422 -0.06 -0.07 -0.26
C 0.111 1.422 -5.940 -0.06 0.26 0.64
C -0.895 1.036 -6.985 -0.77 0.09 0.00
O -0.105 0.917 -8.162 0.42 -0.02 0.26
H -0.147 1.039 -4.953 0.27 -0.06 -0.14
H 0.254 2.504 -5.874 -0.02 -0.05 -0.06
H -1.366 0.071 -6.777 0.05 0.03 0.00
H -1.673 1.789 -7.115 0.08 -0.09 -0.20
O 5.177 1.398 -0.746 -0.10 0.30 -0.70
C 4.791 1.835 -1.790 0.33 -0.25 0.72
O 4.929 1.202 -2.986 -0.04 0.25 0.48
C 4.150 1.924 -3.934 -0.21 -0.23 -0.76
C 4.067 3.293 -3.328 -0.18 0.68 -0.34
O 4.158 3.030 -1.933 0.16 -0.50 0.07
H 4.635 1.928 -4.911 0.05 -0.16 0.15
H 3.171 1.445 -4.026 0.05 0.02 0.01
H 4.902 3.934 -3.623 -0.03 -0.06 0.03
H 3.131 3.799 -3.567 0.05 -0.01 0.23
O -3.338 3.679 -10.384 -0.09 0.32 0.69
C -3.470 4.220 -9.329 0.14 -0.39 -1.02
O -3.190 5.531 -9.096 -0.07 -0.51 0.03
C -3.688 5.844 -7.801 -0.08 0.73 0.25
C -3.719 4.507 -7.122 -0.07 -0.17 0.75
O -3.919 3.603 -8.201 0.11 0.21 -0.31
H -3.034 6.554 -7.294 0.03 -0.04 -0.22
H -4.683 6.286 -7.902 0.04 -0.05 0.00
H -2.774 4.265 -6.630 -0.06 0.07 -0.08
H -4.528 4.428 -6.394 0.03 -0.16 -0.13
O -1.375 3.411 6.755 0.59 -0.22 0.25
C -0.369 3.029 7.276 -0.72 0.25 -0.39
O 0.367 3.761 8.155 -0.26 -0.24 -0.34
C 1.342 2.888 8.714 0.35 0.13 0.57
C 1.473 1.819 7.672 0.65 -0.40 0.11
O 0.188 1.807 7.064 -0.24 0.53 0.17
H 2.281 3.416 8.891 -0.18 0.13 -0.06
H 0.967 2.502 9.666 -0.02 0.01 -0.06
H 2.220 2.063 6.913 -0.12 0.08 0.07
H 1.708 0.846 8.099 -0.24 0.09 -0.14
O -0.609 10.575 2.418 -0.32 -0.53 -0.39
C -1.120 9.673 1.825 0.45 0.67 0.53
O -2.236 9.795 1.053 0.35 -0.09 0.27
C -2.392 8.572 0.346 -0.48 -0.09 -0.57
C -1.657 7.589 1.206 -0.02 -0.87 0.01
O -0.664 8.391 1.833 -0.18 0.53 -0.11
H -3.448 8.320 0.233 0.05 0.20 0.07
H -1.944 8.677 -0.647 0.01 0.00 0.06
H -2.295 7.149 1.978 0.03 0.05 -0.04
H -1.200 6.787 0.626 0.09 0.24 0.23
O 1.626 -1.368 8.812 0.33 -0.71 0.42
C 2.079 -2.319 9.381 -0.52 0.72 -0.05
O 2.041 -2.495 10.727 0.10 0.12 -0.67
C 2.465 -3.827 10.992 -0.09 -0.42 0.72
C 3.287 -4.164 9.784 0.56 -0.65 -0.04
O 2.698 -3.363 8.765 -0.30 0.35 0.23
H 3.041 -3.875 11.916 -0.12 0.20 -0.06
H 1.583 -4.466 11.090 0.04 0.06 -0.04
H 4.336 -3.876 9.898 -0.07 0.02 0.00
H 3.236 -5.222 9.526 -0.05 0.16 -0.17
O 1.668 -9.433 -6.769 -0.60 0.43 0.13
C 0.714 -8.746 -6.557 0.82 -0.58 -0.17
O 0.551 -7.977 -5.446 -0.02 -0.29 -0.42
C -0.583 -7.149 -5.671 -0.19 0.50 0.44
C -1.363 -7.917 -6.696 -0.70 0.05 -0.24
O -0.352 -8.632 -7.396 0.35 0.04 0.29
H -1.141 -7.000 -4.751 0.29 -0.20 -0.09
H -0.244 -6.178 -6.043 0.00 -0.05 -0.01
H -2.056 -8.633 -6.246 0.06 0.03 0.00
H -1.917 -7.265 -7.373 0.14 -0.16 -0.09